Record 1
# C4H6FNO2

The molecule C4H6FNO2 in a non-equilibrium geometry (ωB97M-V/def2-TZVPD, the Open Molecules 2025 dataset).

Last column: Mulliken charge in e.
Element x y z (Å)
C  0.034  -1.421  -0.402  -0.422
C  1.205  -0.605  0.223  -0.105
C  1.067  0.195  1.275  -0.521
C  -0.978  1.421  0.009  -0.261
N  -1.011  0.521  -0.936  0.604
O  -0.657  0.530  -2.106  -0.521
O  -1.210  -0.753  -0.232  -0.361
F  -0.852  2.706  -0.326  -0.266
H  0.086  -1.760  -1.429  0.361
H  -0.300  -2.351  0.069  0.299
H  2.063  -0.819  -0.439  0.282
H  2.026  0.728  1.620  0.235
H  0.079  0.398  1.681  0.267
H  -1.551  1.210  0.993  0.409

Output
Energy = -460.8004 hartree
Multiplicity = 3
E_HOMO (spin up / spin down) = -6.33 / -10.35 eV
<S²> = 2.009
Largest force on an atom = 8.89 eV Å⁻¹
Kohn-Sham gap (spin up / spin down) = 0.265 / 0.320 Ha



Record 2
# C4H6O2

A cluster of 2 separate species, C4H6O2 in total (ωB97M-V/def2-TZVPD, the Open Molecules 2025 dataset).

Last column: Mulliken charge in e.
Element x y z (Å)
O  -1.981  0.372  -1.018  -0.493
C  -1.038  1.091  -0.891  0.756
C  0.287  1.470  -0.463  -0.395
O  -0.684  2.327  -1.219  -0.369
H  1.167  1.173  -1.032  0.259
H  0.463  1.801  0.558  0.245
C  0.706  -1.073  1.109  -0.599
C  -0.110  -1.703  0.269  -0.477
H  1.791  -1.141  1.037  0.269
H  0.314  -0.413  1.881  0.299
H  -1.191  -1.577  0.301  0.253
H  0.276  -2.327  -0.532  0.251

Output
Energy = -306.4037 hartree
SMILES = O=C1CO1.C=C
E_HOMO = -10.27 eV
Largest force on an atom = 0.76 eV Å⁻¹
Kohn-Sham gap = 0.407 Ha



Record 3
# C7H15NS

A cluster of 2 separate species, C7H15NS in total in a non-equilibrium geometry (ωB97M-V/def2-TZVPD, the Open Molecules 2025 dataset).

Last column: Mulliken charge in e.
Element x y z (Å)
C  -0.552  3.138  -1.344  -0.820
C  -1.514  1.144  -3.159  -0.834
C  0.690  -1.624  1.805  -0.513
C  0.207  -2.259  0.561  -0.449
C  1.424  -0.298  1.702  -0.745
C  -0.546  -1.251  -0.264  -0.399
C  0.646  0.586  0.734  -0.392
N  0.427  -0.185  -0.437  -0.449
S  -0.834  1.522  -1.621  0.315
H  -0.908  3.447  -0.386  0.339
H  0.440  3.425  -1.741  0.317
H  -1.739  0.112  -3.288  0.265
H  -0.961  1.531  -3.947  0.290
H  -0.384  -1.339  2.164  0.191
H  1.193  -2.295  2.633  0.258
H  0.977  -2.772  -0.144  0.285
H  -0.492  -3.070  0.958  0.291
H  1.490  0.255  2.684  0.350
H  2.590  -0.449  1.551  0.302
H  -0.896  -1.627  -1.322  0.208
H  -1.621  -1.091  0.240  0.270
H  -0.339  0.826  1.127  0.412
H  1.316  1.523  0.596  0.308
H  -2.109  1.435  -0.938  0.198

Output
Energy = -728.3421 hartree
E_HOMO (spin up / spin down) = -7.49 / -7.32 eV
Largest force on an atom = 4.10 eV Å⁻¹
Kohn-Sham gap (spin up / spin down) = 0.268 / 0.248 Ha



Record 4
# C4H4OS3

The molecule C4H4OS3 in a non-equilibrium geometry (ωB97M-V/def2-TZVPD, the Open Molecules 2025 dataset).

Last column: Mulliken charge in e.
Element x y z (Å)
S  -0.278  3.143  -0.013  -0.269
C  -0.388  1.521  -0.083  0.273
O  -0.469  0.778  1.022  -0.300
C  -0.508  -0.623  0.819  -0.039
C  0.692  -1.343  0.359  -0.444
S  0.949  -3.114  0.763  -0.229
C  -0.400  -0.963  -0.674  -0.258
S  -0.252  0.538  -1.582  -0.108
H  -1.238  -1.239  1.378  0.391
H  1.617  -0.869  0.291  0.438
H  1.299  -2.983  2.057  0.137
H  -1.000  -1.770  -1.128  0.409

Output
Energy = -1424.5645 hartree
SMILES = S=C1O[C@@H]2[C@@H](S)[C@@H]2S1
E_HOMO = -9.01 eV
Largest force on an atom = 1.68 eV Å⁻¹
Kohn-Sham gap = 0.340 Ha



Record 5
# C4H8N4

The molecule C4H8N4 in a non-equilibrium geometry (ωB97M-V/def2-TZVPD, the Open Molecules 2025 dataset).

Last column: Mulliken charge in e.
Element x y z (Å)
C  -1.390  1.640  0.566  -1.065
C  -0.957  0.575  -0.406  0.233
N  -1.868  -0.472  -0.185  -0.374
N  -1.258  -1.542  0.102  -0.396
C  0.086  -1.285  0.165  -0.611
C  0.459  -0.124  -0.287  0.502
N  1.578  0.448  -0.605  -0.259
N  2.774  0.173  0.401  -0.551
H  -2.485  1.654  0.639  0.389
H  -0.942  1.181  1.542  0.225
H  -0.847  2.491  0.083  0.298
H  -1.331  0.938  -1.435  0.371
H  0.661  -2.166  0.673  0.359
H  1.437  1.593  -0.826  0.306
H  2.382  -0.221  1.310  0.293
H  3.346  -0.548  -0.207  0.281

Output
Energy = -376.0640 hartree
SMILES = C[C@@H]1N=NC=C1NN
E_HOMO = -8.55 eV
Largest force on an atom = 6.73 eV Å⁻¹
Kohn-Sham gap = 0.332 Ha



Record 6
# C27H22N5PbSe2Te2

A structure of composition C27H22N5PbSe2Te2 in a non-equilibrium geometry (ωB97M-V/def2-TZVPD, the Open Molecules 2025 dataset).

Last column: Mulliken charge in e.
Element x y z (Å)
Pb  -1.694  -1.368  -0.155  1.407
C  1.377  -2.722  1.809  -1.048
N  0.753  -1.380  1.705  0.491
C  0.328  -1.109  3.152  -0.730
C  -0.397  0.154  3.460  0.198
C  -0.202  0.875  4.601  -0.652
C  -0.753  2.173  4.697  -0.519
C  -1.622  2.614  3.700  -0.614
C  -1.789  1.759  2.550  -0.370
N  -1.206  0.557  2.514  0.146
C  1.615  -0.325  1.144  -0.539
C  1.868  -0.525  -0.312  0.460
C  3.116  -0.548  -0.922  -0.927
C  3.197  -0.670  -2.306  -0.087
C  2.066  -0.594  -3.087  -1.005
C  0.875  -0.452  -2.433  -0.188
N  0.770  -0.388  -1.104  0.220
C  1.762  -3.533  0.627  0.343
C  3.104  -3.479  0.156  -0.225
C  3.500  -4.257  -0.947  -0.708
C  2.496  -5.129  -1.443  -0.383
C  1.284  -5.221  -0.857  -0.412
N  0.901  -4.468  0.203  -0.435
H  0.652  -3.329  2.398  0.416
H  2.298  -2.665  2.420  0.434
H  1.222  -1.261  3.823  0.339
H  -0.342  -1.923  3.452  0.455
H  0.230  0.509  5.520  0.397
H  -0.773  2.710  5.677  0.285
H  -2.233  3.476  3.793  0.441
H  -2.351  1.993  1.640  0.340
H  2.558  -0.196  1.732  0.139
H  0.984  0.575  1.270  0.375
H  4.068  -0.495  -0.375  0.364
H  4.143  -0.845  -2.819  0.377
H  2.111  -0.885  -4.121  0.420
H  -0.135  -0.377  -2.913  0.440
H  3.817  -2.751  0.589  0.425
H  4.460  -4.114  -1.360  0.487
H  2.683  -5.916  -2.173  0.365
H  0.554  -5.889  -1.263  0.435
Se  -3.949  -2.149  1.978  -0.651
Te  -4.376  -4.066  0.464  -0.234
Te  -4.400  -2.422  -1.918  -0.259
Se  -2.373  -3.120  -3.082  -0.647
N  -2.271  8.121  -3.502  -0.511
C  -2.096  7.035  -3.199  0.197
C  -2.024  5.697  -2.719  0.564
C  -0.876  4.874  -2.773  -0.711
C  -1.031  3.548  -2.450  -0.374
C  -2.187  3.053  -1.865  0.195
C  -3.305  3.862  -1.737  -0.413
C  -3.211  5.206  -2.067  -0.485
C  -2.295  1.768  -1.232  1.437
C  -2.327  0.672  -0.676  -2.094
H  0.061  5.222  -3.276  0.326
H  -0.296  2.793  -2.656  0.514
H  -4.225  3.408  -1.432  0.515
H  -4.111  5.917  -1.900  0.273

Output
Energy = -6847.5927 hartree
E_HOMO = -3.25 eV
Largest force on an atom = 3.07 eV Å⁻¹
Kohn-Sham gap = 0.190 Ha
Total charge = -1



Record 7
# C50H54N2O26

A cluster of 7 separate species, C50H54N2O26 in total in a non-equilibrium geometry (ωB97M-V/def2-TZVPD, the Open Molecules 2025 dataset).

Last column: Mulliken charge in e.
Element x y z (Å)
C  4.614  -1.089  3.676  -0.803
C  4.732  -1.179  2.045  -0.593
C  4.951  0.328  1.458  0.407
C  6.247  0.462  0.494  -0.887
C  6.164  1.923  -0.210  -0.184
C  6.343  3.159  0.841  -0.706
C  5.084  4.163  0.895  -0.726
C  3.772  3.576  1.622  0.510
C  2.837  4.705  2.321  -0.549
C  1.484  5.037  1.516  -0.474
C  0.430  3.825  1.420  -0.484
C  -0.440  3.572  2.753  -0.057
C  -1.627  2.526  2.353  -0.453
O  -2.735  3.293  1.789  -0.253
C  -3.522  2.487  0.891  0.499
O  -3.906  3.081  -0.177  -0.555
N  -3.841  1.055  1.151  -0.243
N  -3.109  0.208  0.295  -0.265
H  5.436  -0.382  4.098  0.293
H  3.548  -0.690  3.884  0.227
H  4.767  -2.126  4.154  0.192
H  3.692  -1.513  1.668  0.192
H  5.541  -1.918  1.702  0.356
H  4.006  0.709  0.915  0.064
H  5.165  0.993  2.377  -0.166
H  7.196  0.386  1.162  0.251
H  6.226  -0.399  -0.290  0.371
H  7.033  1.941  -0.985  0.307
H  5.170  2.099  -0.755  0.029
H  7.233  3.783  0.422  0.270
H  6.703  2.795  1.882  0.369
H  5.428  5.086  1.511  0.354
H  4.830  4.528  -0.164  0.161
H  4.139  2.892  2.484  -0.037
H  3.183  2.887  0.899  -0.130
H  3.472  5.665  2.417  0.286
H  2.527  4.399  3.401  0.231
H  1.662  5.440  0.439  0.293
H  0.971  5.928  2.080  0.080
H  0.896  2.813  1.122  0.132
H  -0.324  4.080  0.570  0.291
H  -0.920  4.533  3.192  -0.092
H  0.153  3.063  3.603  0.309
H  -1.263  1.721  1.623  0.249
H  -2.035  1.962  3.286  0.319
H  -4.861  0.916  0.981  0.272
H  -3.630  0.008  -0.580  0.342
H  -2.950  -0.682  0.813  0.239
O  -4.687  -0.826  -1.789  -0.642
C  -5.407  -1.785  -2.030  0.887
C  -5.595  -2.297  -3.389  -0.627
C  -6.399  -3.336  -3.620  0.137
O  -6.579  -3.823  -4.882  -0.389
C  -7.134  -4.008  -2.513  0.859
O  -7.876  -4.944  -2.763  -0.632
C  -6.927  -3.511  -1.148  -0.806
C  -6.120  -2.475  -0.918  0.072
O  -5.916  -2.004  0.349  -0.621
H  -5.057  -1.798  -4.184  0.520
H  -7.203  -4.570  -4.786  0.312
H  -7.453  -4.020  -0.351  0.466
H  -5.297  -1.255  0.251  0.217
O  0.286  -6.741  -4.569  -0.606
C  -0.646  -6.102  -4.109  0.785
C  -0.492  -4.726  -3.625  -0.837
C  -1.533  -4.065  -3.113  0.204
O  -1.406  -2.780  -2.660  -0.487
C  -2.879  -4.697  -3.012  1.046
O  -3.804  -4.066  -2.521  -0.427
C  -3.039  -6.063  -3.517  -0.985
C  -2.000  -6.723  -4.032  0.327
O  -2.134  -7.995  -4.509  -0.585
H  0.491  -4.281  -3.702  0.507
H  -2.296  -2.531  -2.339  0.188
H  -4.026  -6.503  -3.454  0.462
H  -1.244  -8.250  -4.824  0.344
O  -4.882  -3.463  -12.220  -0.605
C  -4.982  -3.747  -11.038  0.928
C  -5.723  -2.908  -10.088  -0.815
C  -5.796  -3.244  -8.798  0.349
O  -6.484  -2.474  -7.904  -0.573
C  -5.130  -4.470  -8.277  0.841
O  -5.203  -4.734  -7.088  -0.470
C  -4.410  -5.321  -9.230  -0.982
C  -4.340  -4.989  -10.520  0.362
O  -3.675  -5.772  -11.418  -0.564
H  -6.200  -2.020  -10.480  0.437
H  -6.386  -2.927  -7.040  0.307
H  -3.946  -6.218  -8.840  0.445
H  -3.768  -5.317  -12.279  0.348
O  3.751  -3.230  10.644  -0.607
C  3.636  -3.451  9.450  0.887
C  4.403  -4.499  8.767  -0.872
C  4.263  -4.699  7.455  0.372
O  4.968  -5.673  6.809  -0.560
C  3.331  -3.871  6.639  0.889
O  3.240  -4.070  5.439  -0.607
C  2.546  -2.839  7.326  -0.886
C  2.684  -2.641  8.638  0.429
O  1.958  -1.686  9.290  -0.566
H  5.078  -5.091  9.371  0.408
H  4.692  -5.615  5.872  0.342
H  1.860  -2.257  6.725  0.430
H  2.239  -1.739  10.225  0.349
O  -2.021  1.165  -4.494  -0.616
C  -0.831  1.230  -4.230  1.105
C  -0.016  2.405  -4.561  -0.995
C  1.286  2.432  -4.271  0.349
O  2.055  3.520  -4.571  -0.584
C  1.958  1.279  -3.608  0.994
O  3.155  1.331  -3.374  -0.655
C  1.139  0.114  -3.255  -0.799
C  -0.165  0.088  -3.542  -0.062
O  -0.941  -0.993  -3.215  -0.192
H  -0.516  3.234  -5.044  0.445
H  2.956  3.293  -4.264  0.342
H  1.636  -0.709  -2.758  0.501
H  -1.840  -0.766  -3.528  0.221
O  3.266  8.749  5.080  -0.618
C  2.306  8.196  5.590  0.926
C  2.170  8.038  7.042  -0.930
C  1.112  7.412  7.562  0.408
O  0.972  7.261  8.912  -0.562
C  0.038  6.851  6.694  0.873
O  -0.906  6.269  7.203  -0.615
C  0.162  7.030  5.244  -0.737
C  1.218  7.659  4.724  0.255
O  1.344  7.834  3.376  -0.534
H  2.957  8.448  7.661  0.414
H  0.130  6.777  9.033  0.348
H  -0.633  6.634  4.626  0.440
H  2.189  8.313  3.254  0.333

Output
Energy = -4003.1401 hartree
SMILES = CCCCCCCCCCCCCOC(=O)NN.O=C1C=C(O)C(=O)C=C1O.O=C1C=C(O)C(=O)C=C1O.O=C1C=C(O)C(=O)C=C1O.O=C1C=C(O)C(=O)C=C1O.O=C1C=C(O)C(=O)C=C1O.O=C1C=C(O)C(=O)C=C1O
E_HOMO = -9.73 eV
Largest force on an atom = 6.10 eV Å⁻¹
Kohn-Sham gap = 0.286 Ha



Record 8
# C30H30CoN2O2S2

A structure of composition C30H30CoN2O2S2 in a non-equilibrium geometry (ωB97M-V/def2-TZVPD, the Open Molecules 2025 dataset).

Last column: Mulliken charge in e.
Element x y z (Å)
Co  -0.325  -0.503  -0.136  0.227
S  -2.987  -0.835  -3.848  -0.352
C  -3.131  0.853  -3.453  0.721
C  -3.725  1.854  -4.202  -0.667
C  -3.677  3.146  -3.713  -0.527
C  -3.085  3.417  -2.483  -0.998
C  -2.512  2.416  -1.728  0.093
C  -2.495  1.111  -2.217  -0.697
N  -1.917  0.015  -1.635  0.474
C  -2.063  -1.058  -2.372  0.705
C  -1.417  -2.292  -2.056  0.603
C  -1.832  -3.499  -2.622  -1.088
C  -1.157  -4.660  -2.327  -0.744
C  -0.070  -4.612  -1.460  -0.879
C  0.326  -3.414  -0.885  0.348
C  -0.312  -2.213  -1.175  0.187
H  -4.195  1.621  -5.145  0.406
H  -4.104  3.950  -4.293  0.388
H  -3.064  4.430  -2.106  0.425
H  -2.058  2.639  -0.776  0.191
H  -2.698  -3.497  -3.271  0.391
H  -1.474  -5.600  -2.756  0.392
H  0.473  -5.520  -1.233  0.410
H  1.167  -3.422  -0.204  0.306
C  4.701  -1.574  1.799  -0.961
N  3.287  -1.562  2.075  0.187
C  2.906  -1.529  3.468  -0.959
C  2.373  -1.353  1.122  -0.350
O  1.192  -1.129  1.340  -0.056
H  5.160  -2.493  2.167  0.344
H  5.185  -0.730  2.296  0.334
H  4.871  -1.493  0.729  0.336
H  3.481  -2.265  4.030  0.369
H  1.847  -1.768  3.540  0.249
H  3.088  -0.542  3.900  0.312
H  2.784  -1.411  0.104  0.551
C  -3.594  -1.105  1.663  -1.314
S  -1.743  -1.122  1.565  1.002
O  -1.336  -2.220  2.432  -0.786
C  -1.497  0.390  2.518  0.190
C  -0.686  0.359  3.638  -0.382
C  -0.397  1.539  4.303  -0.658
C  -0.919  2.737  3.841  -0.515
C  -1.731  2.761  2.718  -0.619
C  -2.010  1.586  2.044  -0.283
H  -3.879  -1.060  2.707  0.447
H  -3.941  -2.030  1.216  0.458
H  -3.979  -0.256  1.115  0.377
H  -0.278  -0.588  3.952  0.464
H  0.246  1.529  5.171  0.433
H  -0.678  3.659  4.349  0.393
H  -2.130  3.699  2.362  0.408
H  -2.607  1.597  1.144  0.217
C  0.594  1.376  -0.024  -1.901
C  1.816  1.432  -0.775  0.361
C  3.067  1.376  -0.130  -0.167
C  4.245  1.486  -0.837  -0.644
C  4.226  1.630  -2.217  -0.540
C  3.004  1.682  -2.877  -0.667
C  1.823  1.589  -2.177  -0.229
H  -0.188  2.008  -0.433  0.731
H  0.742  1.557  1.040  0.478
H  3.090  1.287  0.948  0.462
H  5.190  1.473  -0.313  0.428
H  5.151  1.717  -2.769  0.382
H  2.979  1.792  -3.952  0.387
H  0.875  1.641  -2.696  0.413

Output
Energy = -3600.2460 hartree
Multiplicity = 2
E_HOMO (spin up / spin down) = -6.71 / -6.44 eV
<S²> = 1.189
Largest force on an atom = 1.87 eV Å⁻¹
Kohn-Sham gap (spin up / spin down) = 0.246 / 0.243 Ha